[1]
Computed, not measured: C6H6ClFN2S in the gas phase, with the ωB97M-V functional and the def2-TZVPD basis.

Values from the calculation:
**SMILES string**: C[C@]1(c2nnc(Cl)s2)C[C@@H]1F
**Total charge**: 0
**Frontier orbital gap**: 10.21 eV

Last column: natural (NBO) charge in e.
Atoms and positions in Å:
C  -1.052  -1.366  -0.730  -0.61
C  -0.628  -0.160  -0.069  -0.18
C  0.794  0.089  0.057  0.10
N  1.347  1.226  -0.102  -0.28
N  2.652  1.235  -0.024  -0.26
C  3.177  0.119  0.193  0.01
Cl  4.824  -0.312  0.222  0.08
S  1.937  -1.199  0.275  0.33
C  -1.396  0.423  1.111  -0.43
C  -1.469  1.105  -0.232  0.23
F  -2.634  1.075  -0.955  -0.34
H  -2.195  -1.387  -0.753  0.24
H  -0.830  -2.345  -0.200  0.23
H  -0.589  -1.257  -1.778  0.23
H  -0.864  0.960  1.784  0.22
H  -2.135  -0.263  1.436  0.23
H  -0.939  2.056  -0.237  0.21

=====

[2]
Computed, not measured: a gas-phase ion, C6H6ClN2O5S (charge -1), with the ωB97M-V functional and the def2-TZVPD basis.

Values from the calculation:
**SMILES string**: C[S@@](=O)([O-])=C(C(N)=O)c1o[nH]c(=O)c1Cl
**Total charge**: -1
**Relative energy (zero: lowest compared OMol25 entry of this formula, charge and spin)**: 0.0 kcal/mol
**Frontier orbital gap**: 7.84 eV

Last column: natural (NBO) charge in e.
Atoms and positions in Å:
C  2.651  -0.063  -1.698  -0.81
S  1.022  0.859  -1.462  2.10
O  1.342  2.308  -1.471  -0.96
O  0.173  0.435  -2.568  -0.97
C  0.394  0.211  0.144  -0.65
C  1.319  0.479  1.283  0.67
N  0.554  0.491  2.446  -0.83
O  2.521  0.742  1.217  -0.67
C  -0.955  -0.174  0.206  0.36
O  -1.793  0.362  -0.758  -0.32
N  -3.083  -0.187  -0.682  -0.33
C  -3.133  -1.087  0.409  0.58
O  -4.164  -1.654  0.736  -0.65
C  -1.791  -1.014  0.972  -0.35
Cl  -1.111  -1.978  2.247  -0.01
H  3.277  0.532  -2.188  0.21
H  3.139  -0.142  -0.750  0.26
H  2.303  -1.080  -2.190  0.23
H  -0.323  0.866  2.298  0.39
H  1.072  0.791  3.294  0.38
H  -3.412  -0.699  -1.483  0.38